{"formula": "C16H25IN5RhS", "method": "ωB97M-V/def2-TZVPD", "charge": 2, "gap_ha": [0.277, 0.173], "lumo_energy_ha": [-0.2247, -0.3277], "multiplicity": 5, "species": ["Rh", "N", "C", "C", "N", "C", "C", "N", "H", "H", "H", "H", "H", "H", "H", "H", "H", "H", "H", "H", "H", "I", "C", "C", "C", "C", "C", "C", "C", "C", "C", "C", "H", "H", "H", "H", "H", "H", "C", "N", "C", "N", "S", "H", "H", "H", "H", "H", "H"], "positions_angstrom": [[-0.715, -0.025, -0.513], [1.125, -1.192, 0.045], [1.476, -1.028, 1.474], [0.239, -0.779, 2.322], [-0.639, 0.272, 1.765], [-0.257, 1.670, 2.056], [0.782, 2.204, 1.085], [0.362, 1.965, -0.315], [1.873, -0.798, -0.542], [1.062, -2.175, -0.202], [1.989, -1.913, 1.853], [2.187, -0.208, 1.544], [-0.360, -1.692, 2.366], [0.541, -0.538, 3.345], [-1.570, 0.121, 2.135], [-1.167, 2.268, 1.976], [0.110, 1.770, 3.081], [0.931, 3.268, 1.272], [1.750, 1.725, 1.213], [-0.239, 2.719, -0.631], [1.195, 1.984, -0.909], [-2.790, 1.943, -1.904], [-4.232, 0.623, -1.221], [-5.562, 1.025, -1.336], [-6.583, 0.155, -0.990], [-6.280, -1.126, -0.549], [-4.944, -1.541, -0.439], [-4.656, -2.860, -0.040], [-3.336, -3.306, 0.036], [-2.310, -2.435, -0.260], [-2.520, -1.068, -0.589], [-3.871, -0.649, -0.747], [-5.801, 2.013, -1.705], [-7.613, 0.472, -1.078], [-7.073, -1.815, -0.289], [-5.474, -3.535, 0.181], [-3.128, -4.329, 0.318], [-1.297, -2.820, -0.212], [7.305, 0.179, -1.288], [5.857, 0.046, -1.313], [4.999, 1.054, -1.211], [5.492, 2.285, -1.048], [3.317, 0.805, -1.308], [7.742, -0.811, -1.372], [7.641, 0.619, -0.348], [7.663, 0.779, -2.127], [5.448, -0.858, -1.473], [6.478, 2.482, -1.083], [4.851, 3.058, -1.025]]}



{"formula": "C16H25N3O2", "method": "ωB97M-V/def2-TZVPD", "smiles": "CCC(=O)NC(=O)c1ccc(N)cc1CCN(CC)CC", "charge": 0, "gap_ha": 0.306, "lumo_energy_ha": 0.0196, "species": ["C", "C", "C", "O", "N", "C", "O", "C", "C", "C", "C", "N", "C", "C", "C", "C", "N", "C", "C", "C", "C", "H", "H", "H", "H", "H", "H", "H", "H", "H", "H", "H", "H", "H", "H", "H", "H", "H", "H", "H", "H", "H", "H", "H", "H", "H"], "positions_angstrom": [[3.814, -2.848, -1.655], [2.620, -2.602, -2.539], [1.566, -1.741, -1.863], [1.228, -2.070, -0.719], [1.482, -0.460, -2.235], [1.330, 0.644, -1.530], [1.606, 1.590, -2.240], [1.663, 0.745, -0.095], [2.978, 0.331, 0.335], [3.390, 0.293, 1.715], [2.486, 0.762, 2.590], [2.798, 0.852, 3.924], [1.233, 1.270, 2.108], [0.792, 1.261, 0.819], [-0.659, 1.712, 0.469], [-1.564, 0.712, 0.876], [-2.921, 0.726, 0.299], [-3.105, 0.338, -1.102], [-2.580, -1.068, -1.379], [-3.875, 1.571, 0.954], [-5.207, 0.908, 1.038], [4.468, -1.903, -1.558], [4.505, -3.502, -2.193], [3.569, -3.292, -0.725], [2.135, -3.623, -2.730], [2.977, -2.095, -3.451], [1.628, -0.249, -3.244], [3.596, -0.088, -0.396], [4.328, -0.114, 2.016], [3.752, 0.596, 4.140], [2.165, 1.242, 4.604], [0.618, 1.597, 2.911], [-0.720, 1.929, -0.629], [-0.861, 2.575, 1.090], [-1.612, 0.639, 1.962], [-1.080, -0.215, 0.622], [-4.200, 0.275, -1.332], [-2.663, 0.980, -1.818], [-1.510, -1.009, -1.724], [-2.737, -1.589, -0.506], [-3.090, -1.522, -2.244], [-4.152, 2.482, 0.427], [-3.570, 1.699, 2.010], [-5.057, -0.203, 1.295], [-5.662, 0.956, 0.017], [-5.901, 1.508, 1.684]]}



{"formula": "C16H26AsCl2N2OSTl", "method": "ωB97M-V/def2-TZVPD", "charge": -2, "gap_ha": 0.222, "lumo_energy_ha": 0.1632, "species": ["Tl", "C", "C", "C", "C", "C", "C", "C", "C", "C", "C", "H", "H", "H", "H", "H", "H", "H", "H", "H", "H", "H", "H", "H", "H", "H", "Cl", "C", "Cl", "H", "H", "S", "C", "N", "C", "As", "C", "C", "O", "H", "H", "H", "H", "H", "H", "H", "H", "H", "N", "C"], "positions_angstrom": [[-0.427, 0.805, -0.802], [-0.293, -2.003, -0.433], [-1.646, -1.952, -0.831], [-1.687, -1.575, -2.192], [-0.363, -1.389, -2.643], [0.509, -1.645, -1.551], [2.009, -1.639, -1.574], [0.060, -1.018, -4.035], [-2.942, -1.409, -2.998], [-2.849, -2.272, 0.008], [0.239, -2.440, 0.899], [2.427, -2.649, -1.682], [2.414, -1.209, -0.653], [2.389, -1.029, -2.395], [0.141, -1.895, -4.689], [1.021, -0.506, -4.034], [-0.648, -0.329, -4.502], [-3.617, -0.655, -2.578], [-3.516, -2.343, -3.062], [-2.714, -1.102, -4.020], [-3.250, -3.273, -0.202], [-3.665, -1.564, -0.167], [-2.617, -2.235, 1.074], [0.542, -3.496, 0.902], [-0.508, -2.316, 1.689], [1.112, -1.846, 1.181], [-4.765, 4.220, 0.231], [-3.093, 3.642, 0.017], [-2.209, 4.643, -1.148], [-3.140, 2.636, -0.380], [-2.595, 3.679, 0.984], [3.379, 2.775, -4.916], [2.347, 2.208, -3.733], [1.632, 1.803, -2.906], [0.610, -0.007, 3.907], [1.781, 0.869, 2.657], [3.420, -0.149, 2.904], [2.309, 2.612, 3.278], [1.388, 0.761, 1.066], [1.046, 0.051, 4.906], [0.534, -1.048, 3.592], [-0.354, 0.491, 3.876], [3.762, -0.089, 3.939], [4.181, 0.253, 2.236], [3.231, -1.187, 2.635], [2.575, 2.558, 4.334], [1.469, 3.285, 3.132], [3.174, 2.915, 2.688], [-1.867, 3.379, 3.039], [-0.932, 2.686, 2.951]]}



{"formula": "C16H26ClF3O10P", "method": "ωB97M-V/def2-TZVPD", "charge": -1, "gap_ha": 0.224, "lumo_energy_ha": 0.0662, "species": ["C", "C", "O", "O", "C", "C", "C", "C", "C", "C", "O", "O", "C", "Cl", "C", "C", "O", "C", "O", "P", "O", "O", "H", "H", "H", "H", "H", "H", "H", "H", "H", "H", "H", "H", "H", "H", "H", "H", "H", "H", "H", "H", "C", "C", "O", "C", "O", "C", "F", "F", "F", "H", "H", "H", "H", "H", "H"], "positions_angstrom": [[4.722, -0.737, -0.035], [4.439, -0.721, -1.682], [5.487, -0.519, -2.516], [3.109, -0.893, -2.288], [2.547, -2.242, -1.978], [0.910, -2.005, -1.826], [0.543, -1.427, -0.301], [-0.296, -2.504, 0.610], [-1.914, -2.547, 0.305], [-2.719, -1.186, 0.750], [-3.742, -1.324, 1.638], [-2.417, 0.189, 0.325], [-3.003, 0.516, -0.984], [-2.070, -0.334, -2.387], [-4.630, 0.335, -1.084], [-5.123, -0.721, -2.263], [-4.807, -2.138, -1.932], [-4.313, -2.852, -3.123], [-3.333, -3.762, -3.062], [-2.649, 2.414, -1.248], [-2.518, 3.072, 0.362], [-1.168, 2.647, -2.135], [5.467, 0.138, 0.217], [3.679, -0.621, 0.492], [5.194, -1.783, 0.252], [2.981, -2.704, -0.989], [2.704, -2.932, -2.922], [0.643, -1.166, -2.629], [0.272, -2.944, -2.124], [1.604, -1.276, 0.220], [0.059, -0.358, -0.368], [-0.130, -2.386, 1.778], [0.122, -3.588, 0.340], [-2.122, -2.885, -0.817], [-2.347, -3.427, 0.985], [-5.088, 1.390, -1.403], [-5.154, 0.090, -0.040], [-6.312, -0.647, -2.326], [-4.742, -0.409, -3.347], [-4.820, -2.611, -4.172], [-1.518, 3.047, 0.563], [-0.357, 2.368, -1.616], [1.610, 3.358, 4.341], [2.506, 2.141, 4.227], [2.250, 1.353, 3.069], [2.792, 1.779, 1.788], [4.097, 2.014, 1.884], [1.984, 2.960, 1.118], [0.646, 2.827, 1.350], [2.118, 2.951, -0.239], [2.324, 4.204, 1.534], [0.584, 3.127, 4.040], [1.602, 3.728, 5.372], [1.969, 4.175, 3.715], [2.278, 1.487, 5.077], [3.563, 2.408, 4.331], [2.491, 0.932, 1.155]]}



{"formula": "C16H26F6O13", "method": "ωB97M-V/def2-TZVPD", "charge": -2, "gap_ha": 0.176, "lumo_energy_ha": 0.1646, "species": ["O", "C", "O", "O", "H", "O", "C", "O", "O", "H", "C", "O", "C", "C", "O", "C", "C", "O", "C", "H", "H", "H", "H", "H", "H", "H", "H", "H", "H", "H", "H", "H", "H", "C", "C", "O", "C", "O", "C", "F", "F", "F", "H", "H", "H", "H", "H", "C", "C", "O", "C", "O", "C", "F", "F", "F", "H", "H", "H", "H", "H"], "positions_angstrom": [[1.022, -1.217, 0.008], [1.363, -0.627, 1.126], [1.818, -1.337, 2.003], [1.181, 0.525, 1.366], [1.461, -2.056, 0.166], [1.582, -4.566, -1.153], [2.148, -3.605, -0.398], [1.578, -3.198, 0.642], [3.189, -3.129, -0.816], [2.295, -4.696, -1.782], [-3.904, 2.031, 2.383], [-3.475, 0.696, 2.811], [-2.166, 0.619, 3.543], [-1.022, -0.083, 2.736], [-0.781, -1.462, 2.961], [-1.968, -2.242, 2.685], [-1.755, -3.035, 1.375], [-0.731, -4.072, 1.469], [-0.322, -4.646, 0.212], [-3.648, 2.714, 3.193], [-4.969, 2.062, 2.151], [-3.281, 2.343, 1.545], [-2.296, 0.029, 4.451], [-1.882, 1.631, 3.832], [-0.065, 0.346, 3.033], [-1.088, 0.056, 1.657], [-2.926, -1.723, 2.729], [-1.959, -2.929, 3.532], [-1.513, -2.223, 0.689], [-2.715, -3.424, 1.036], [-1.066, -5.309, -0.228], [0.577, -5.216, 0.451], [0.038, -3.880, -0.475], [1.518, 1.127, -1.434], [2.985, 1.615, -1.175], [2.973, 3.068, -1.037], [3.930, 3.854, -1.607], [4.925, 3.389, -2.127], [3.766, 5.376, -1.248], [2.573, 5.534, -0.632], [4.838, 5.846, -0.602], [3.727, 5.949, -2.476], [1.622, 0.111, -1.814], [0.952, 1.806, -2.073], [0.907, 1.005, -0.540], [3.549, 1.306, -2.055], [3.391, 1.146, -0.278], [-1.373, 0.091, -0.107], [-0.659, -0.361, -1.348], [-0.383, 0.723, -2.248], [-1.388, 1.005, -3.181], [-2.362, 0.288, -3.367], [-1.111, 2.231, -4.206], [-2.082, 3.164, -3.953], [-0.015, 2.935, -3.829], [-1.170, 1.706, -5.498], [-1.137, 1.039, 0.376], [-1.258, -0.707, 0.625], [-2.412, 0.363, -0.290], [-1.303, -1.147, -1.743], [0.280, -0.839, -1.068]]}